[1]
Computed, not measured: C5H2F15K4O16S5 as an isolated structure at a distorted geometry, with ωB97M-V/def2-TZVPD.

Structure (XYZ):
```
47
Properties=species:S:1:pos:R:3
K 0.93 5.04 -0.53
K 0.08 3.09 -4.03
K 4.45 2.58 -0.64
K 0.19 -1.84 -4.03
C 0.15 -4.02 0.20
F 0.57 -3.35 1.28
F -0.29 -5.19 0.65
F -0.96 -3.39 -0.38
S 1.59 -4.31 -1.05
O 2.73 -4.63 -0.20
O 1.26 -5.43 -1.98
O 1.78 -3.05 -1.91
C 4.39 0.76 -5.70
F 3.64 0.92 -6.72
F 5.15 -0.35 -5.70
F 5.20 1.79 -5.54
S 3.29 0.64 -4.09
O 2.47 -0.59 -4.17
O 4.18 0.54 -2.92
O 2.45 1.82 -4.08
C -4.49 2.25 1.38
F -3.55 1.63 0.68
F -4.88 3.34 0.76
F -5.52 1.46 1.66
S -3.60 2.71 3.10
O -2.26 3.17 2.70
O -4.41 3.86 3.55
O -3.56 1.58 4.00
C 0.03 0.17 0.52
F -1.32 0.02 0.50
F 0.46 0.83 1.59
F 0.61 -1.04 0.52
S 0.79 1.00 -1.11
O 0.30 2.40 -1.12
O 2.27 0.98 -0.99
O 0.31 0.25 -2.29
C -0.36 -2.02 4.54
F 0.83 -1.81 5.06
F -0.55 -1.12 3.57
F -0.44 -3.24 4.06
S -1.75 -1.61 5.89
O -1.52 -0.18 6.08
O -3.03 -2.04 5.18
O -1.45 -2.38 7.13
O -2.18 2.86 -2.19
H -2.52 3.48 -1.55
H -1.48 2.40 -1.74
```

Calculated values
HOMO (alpha / beta) = -0.055 / -0.106 Eh
charge = -2
E = -7284.46384 a.u.
HOMO-LUMO gap (alpha / beta) = 3.159 / 4.571 eV
multiplicity = 2
LUMO level (alpha / beta) = 1.66 / 1.70 eV
M = 919.752 g/mol

---

[2]
Computed, not measured: one molecule with the formula C5H2F4O2 at a distorted geometry, with ωB97M-V/def2-TZVPD.

Structure (XYZ):
```
13
Properties=species:S:1:pos:R:3
C -1.63 0.69 -1.04
C -2.40 -0.28 -0.32
C -1.76 -1.14 0.48
C 0.33 -0.31 -0.49
C 1.40 -0.09 0.53
O -0.35 0.69 -0.97
O 1.82 -1.25 1.03
F -3.74 -0.10 -0.41
F -2.08 -2.25 1.09
F 2.45 0.63 -0.01
F 0.96 0.75 1.55
H -2.09 1.43 -1.68
H 2.50 -1.11 1.71
```

Calculated values
HOMO (alpha / beta) = -0.319 / -0.319 Eh
charge = 0
energy relative to the best compared isomer or geometry (same formula, charge and spin) = 101.65 kcal/mol
E = -741.43431 a.u.
HOMO-LUMO gap (alpha / beta) = 7.840 / 7.838 eV
LUMO level (alpha / beta) = -0.85 / -0.85 eV
M = 170.061 g/mol

---

[3]
Computed, not measured: one molecule with the formula C5H2FN at a distorted geometry, with ωB97M-V/def2-TZVPD.

Structure (XYZ):
```
9
Properties=species:S:1:pos:R:3
F 1.22 -2.45 -0.70
C 0.66 -1.29 -0.46
C 0.55 -0.18 -1.62
C -0.01 0.86 -1.15
C -0.53 1.26 0.04
C -0.38 0.21 0.94
N 0.19 -0.96 0.68
H -0.98 2.21 0.31
H -0.73 0.33 1.96
```

Calculated values
structure (SMILES) = FC1=C=C=CC=N1
HOMO (alpha / beta) = -0.360 / -0.360 Eh
charge = 0
energy relative to the best compared isomer or geometry (same formula, charge and spin) = 3.81 kcal/mol
E = -346.20095 a.u.
HOMO-LUMO gap (alpha / beta) = 8.978 / 8.978 eV
LUMO level (alpha / beta) = -0.81 / -0.81 eV
M = 95.076 g/mol

---

[4]
Computed, not measured: one molecule with the formula C5H2N2O at a distorted geometry, with ωB97M-V/def2-TZVPD.

Structure (XYZ):
```
10
Properties=species:S:1:pos:R:3
N -3.49 0.02 0.00
C -2.28 0.32 -0.12
C -0.85 0.13 -0.13
N -0.31 -1.02 0.01
C 1.03 -1.07 -0.02
C 1.50 0.16 -0.19
C 0.27 1.09 -0.10
O 0.19 2.24 0.09
H 1.35 -2.06 0.47
H 2.60 0.19 0.00
```

Calculated values
structure (SMILES) = N#CC1=NC=CC1=O
HOMO = -0.376 Eh
charge = 0
energy relative to the best compared isomer or geometry (same formula, charge and spin) = 42.88 kcal/mol
E = -376.34519 a.u.
HOMO-LUMO gap = 7.974 eV
LUMO level = -2.26 eV
M = 106.084 g/mol

---

> What is the formula in the second record?

C5H2F4O2